{
  "formula": "C7H7Cl2NO2",
  "method": "ωB97M-V/def2-TZVPD",
  "lumo_energy_ev": -0.27,
  "e_above_lowest_kcal_mol": 27.8,
  "species": ["Cl", "H", "H", "H", "C", "Cl", "C", "H", "O", "C", "H", "O", "H", "C", "H", "N", "C", "C", "C"],
  "coordinates": [[-3.23, 0.58, 0.24], [-1.08, 1.26, -1.57], [-1.33, 0.97, 1.82], [1.28, 1.03, -2.52], [1.12, 0.70, -1.44], [-0.17, 2.63, 0.01], [-1.73, 0.22, 1.16], [2.76, -0.52, 1.09], [-0.64, -1.59, -1.61], [0.58, -0.50, 1.05], [-2.08, -0.54, 1.78], [-1.17, -2.39, 0.32], [0.53, -1.04, 2.04], [-0.67, -0.13, 0.25], [3.04, 0.03, -1.32], [-0.87, -1.48, -0.43], [2.09, 0.13, -0.74], [1.84, -0.34, 0.62], [-0.28, 0.96, -0.76]]
}